Molecular formula: C5H12OSSi
Method: DFT, ωB97M-V/def2-TZVPD

Lowest unoccupied orbital energy in eV: 0.7549
Molar mass in g/mol: 148.30
DFT total energy in a.u.: -960.57829
Maximum force in eV/A: 4.39
Energy relative to the best compared isomer or geometry (same formula, charge and spin) in kcal/mol: 30.1

Last column: Löwdin charge in e.
Atoms and positions in Å:
C 0.7625 -0.3368 1.0963  -0.2514
C 0.7620 1.2678 1.2293  -0.3703
C -1.7881 1.9386 0.5185  -0.4214
C -1.4426 -1.3098 -0.4229  -0.1716
C 1.7051 -1.4109 -1.7163  -0.1403
O 0.1758 1.0211 -1.3448  -0.5029
Si 0.2503 -0.5340 -0.7271  0.4306
S -0.3122 2.1372 -0.0327  0.9429
H 1.7252 -0.7709 1.5144  0.0903
H -0.0438 -0.5677 1.7981  0.0485
H 0.5031 1.7144 2.1776  0.0660
H 1.8104 1.6598 0.9001  0.1029
H -2.3957 2.7277 0.1184  -0.0172
H -2.1322 1.2485 1.3897  0.0680
H -1.4427 -2.3315 -0.3641  -0.0202
H -1.8894 -0.9550 0.6113  0.0588
H -2.2282 -0.8790 -1.0970  0.0461
H 1.5949 -1.1701 -2.7613  0.0138
H 2.6737 -1.0147 -1.3085  0.0471
H 1.7119 -2.4347 -1.5790  -0.0197

=====

Molecular formula: C10H16O
Method: DFT, ωB97M-V/def2-TZVPD

Lowest unoccupied orbital energy in eV: 0.8443
Molar mass in g/mol: 152.24
DFT total energy in a.u.: -465.82818
Maximum force in eV/A: 2.64
Structure (SMILES): Cc1ccc(O)cc1.CCC
Energy relative to the best compared isomer or geometry (same formula, charge and spin) in kcal/mol: 43.7

Last column: Löwdin charge in e.
Atoms and positions in Å:
C 2.1454 -0.0619 2.3150  -0.0671
C 0.8056 -0.6089 1.9538  -0.2931
C -0.3368 -0.2562 2.6771  -0.0416
C -1.6150 -0.6656 2.3157  -0.0073
C -1.6849 -1.4722 1.1815  -0.3178
O -2.9317 -1.8492 0.6885  0.0144
C -0.5994 -1.9428 0.4688  -0.0129
C 0.6519 -1.5126 0.9317  -0.0568
H 2.8638 -0.2111 1.5064  0.0745
H 2.7181 -0.3536 3.2030  0.0787
H 2.0963 1.0203 2.4896  0.0782
H -0.1043 0.2916 3.5855  0.1147
H -2.4976 -0.2246 2.7524  0.1135
H -3.5112 -1.0928 0.6198  0.0918
H -0.6523 -2.7039 -0.2910  0.1189
H 1.3388 -1.9015 0.2172  0.1046
C 0.7286 2.3460 -2.3455  -0.1326
C 0.0462 1.0542 -1.7781  -0.3071
C -0.5316 0.1778 -2.8816  -0.1208
H 1.3835 2.1271 -3.1985  0.0656
H 1.4270 2.7562 -1.6181  0.0620
H -0.0488 3.0012 -2.7224  0.0640
H 0.8916 0.6646 -1.2189  0.0851
H -0.7787 1.5073 -1.2335  0.0944
H 0.2542 -0.4497 -3.3119  0.0700
H -1.3691 -0.3934 -2.5097  0.0592
H -0.6898 0.7534 -3.7970  0.0675

=====

Molecular formula: C12H10N3ORuS4Sb
Method: DFT, ωB97M-V/def2-TZVPD

Lowest unoccupied orbital energy (spin up / spin down) in eV: 2.3354 / 2.1696
Spin multiplicity: 2
Molar mass in g/mol: 563.33
DFT total energy in a.u.: -2630.84417
Maximum force in eV/A: 1.41
Net charge: -1
Energy relative to the best compared isomer or geometry (same formula, charge and spin) in kcal/mol: 0.0

Last column: Löwdin spin population.
Atoms and positions in Å:
Ru -0.6591 1.1348 -0.9931  0.8510
O 2.5890 0.8951 1.5729  0.0127
C 1.5552 1.1982 0.9706  0.0084
N 1.3485 1.3109 -0.3372  0.0219
C 2.2877 0.6512 -1.2042  -0.0008
C 1.6172 -0.5756 -1.7625  0.0005
C 2.1733 -1.3449 -2.7777  -0.0005
C 1.5081 -2.4778 -3.1951  0.0007
C 0.3090 -2.8252 -2.5854  -0.0006
C -0.1944 -1.9872 -1.6143  0.0006
N 0.4407 -0.8817 -1.2090  -0.0024
C 0.2876 1.4102 1.7484  0.0072
C 0.2345 2.1296 2.9279  -0.0007
C -0.9787 2.2418 3.5782  0.0028
C -2.0886 1.5972 3.0529  0.0001
C -1.9473 0.8900 1.8747  0.0036
N -0.7808 0.8001 1.2243  0.0089
H 3.1691 0.3463 -0.6298  -0.0006
H 2.6105 1.2973 -2.0242  0.0000
H 3.1134 -1.0464 -3.2228  0.0000
H 1.9120 -3.0858 -3.9951  0.0000
H -0.2451 -3.7040 -2.8824  -0.0001
H -1.1428 -2.1867 -1.1334  0.0001
H 1.1370 2.5884 3.3060  -0.0001
H -1.0641 2.8275 4.4850  0.0002
H -3.0554 1.6544 3.5325  0.0000
H -2.7821 0.3745 1.4200  -0.0003
S -3.7413 3.4271 -4.2365  0.0065
Sb -2.3248 2.4463 -2.7801  0.0097
S -2.3642 0.1043 -2.4611  0.0657
S -2.3611 2.9148 -0.4776  0.0214
S 0.0009 2.5616 -2.9695  -0.0155

=====

Molecular formula: C3H6N2O3
Method: DFT, ωB97M-V/def2-TZVPD

Lowest unoccupied orbital energy in eV: -1.2373
Molar mass in g/mol: 118.09
DFT total energy in a.u.: -452.95225
Maximum force in eV/A: 4.35
Structure (SMILES): CC(C)(N=O)[N+](=O)[O-]
Energy relative to the best compared isomer or geometry (same formula, charge and spin) in kcal/mol: 156.1

Last column: Löwdin charge in e.
Atoms and positions in Å:
C 0.3443 1.4129 0.2647  -0.0251
C -0.1414 0.0485 -0.2258  -0.4901
C 0.9161 -1.0171 0.1609  -0.0223
N -0.1809 0.1330 -1.6990  0.0711
O -0.4852 -0.9411 -2.2528  0.0406
N -1.4719 -0.2506 0.4046  -0.3056
O -1.4456 -0.7543 1.5537  0.0677
O -2.4893 -0.0491 -0.2445  0.1024
H 0.3399 1.4115 1.3690  0.0999
H 1.3561 1.6933 -0.0661  0.0976
H -0.3201 2.1969 -0.0954  0.0871
H 1.1491 -1.0202 1.2497  0.1021
H 0.5661 -2.0110 -0.0477  0.0774
H 1.8629 -0.8528 -0.3717  0.0971

=====

Molecular formula: C20H40BBrF4O15Pt
Method: DFT, ωB97M-V/def2-TZVPD

Lowest unoccupied orbital energy (spin up / spin down) in eV: 0.5471 / -0.1036
Spin multiplicity: 3
Molar mass in g/mol: 882.31
DFT total energy in a.u.: -5032.49038
Maximum force in eV/A: 2.82
Energy relative to the best compared isomer or geometry (same formula, charge and spin) in kcal/mol: 0.0

Last column: Löwdin spin population.
Atoms and positions in Å:
Pt 0.3033 -0.0559 -0.0806  1.6293
Br -0.2196 0.0522 2.4866  0.1559
B 0.8669 -0.1156 -2.9094  0.0007
F 2.2156 -0.0757 -3.3235  0.0000
F 0.5857 1.0245 -2.1329  0.0127
F 0.0518 -0.1492 -4.0591  0.0001
F 0.6756 -1.2124 -2.0839  0.0178
C -5.9968 -1.2400 -1.3036  0.0000
C -4.7404 -1.9931 -1.6903  0.0001
O -3.5768 -1.4998 -1.0543  -0.0005
C -2.8394 -0.4903 -1.4882  0.0037
O -1.8216 -0.1764 -0.9451  0.0399
O -3.3819 0.0712 -2.5607  -0.0001
C -2.7946 1.2966 -2.9952  0.0000
H -5.8876 -0.2199 -1.6794  0.0000
H -6.1008 -1.1398 -0.2233  0.0000
H -6.8839 -1.7015 -1.7318  0.0000
H -4.6184 -2.1113 -2.7681  0.0000
H -4.8127 -3.0215 -1.3265  0.0000
H -3.2280 2.1488 -2.4720  0.0000
H -3.0083 1.4472 -4.0527  0.0000
H -1.7088 1.3215 -2.9255  0.0000
C 3.7430 -4.3918 -1.5813  0.0000
C 3.1834 -3.0071 -1.2636  0.0000
O 3.8500 -2.5498 -0.0920  -0.0001
C 3.3296 -1.6013 0.6551  0.0046
O 2.3030 -1.0171 0.4481  0.0449
O 4.0794 -1.4685 1.7358  -0.0004
C 3.6920 -0.6673 2.8535  -0.0002
H 4.8312 -4.4192 -1.5201  0.0000
H 3.4509 -4.8467 -2.5276  0.0000
H 3.3966 -5.1270 -0.8491  0.0000
H 2.0980 -3.0381 -1.1648  0.0000
H 3.3768 -2.2547 -2.0318  0.0000
H 4.5556 -0.6136 3.5136  0.0000
H 2.9189 -1.1652 3.4352  0.0000
H 3.4423 0.3223 2.4785  -0.0001
C 0.5674 -6.4778 1.0495  0.0000
C -0.1861 -5.8321 -0.1141  0.0003
O 0.0841 -4.4640 -0.2986  0.0005
C -0.5352 -3.4494 0.2855  0.0049
O -0.1213 -2.3340 0.2111  0.0444
O -1.5729 -3.8982 0.9908  -0.0005
C -2.2806 -2.9568 1.7718  -0.0002
H 0.1240 -6.1759 2.0002  0.0000
H 1.6227 -6.1980 1.1028  0.0000
H 0.5506 -7.5670 1.0205  0.0000
H -1.2041 -6.1314 0.1420  0.0000
H 0.0801 -6.3300 -1.0435  0.0001
H -1.7996 -1.9775 1.7583  0.0000
H -2.4451 -3.2639 2.8033  0.0000
H -3.2838 -2.7299 1.3979  0.0000
C -2.7794 4.7970 2.4745  0.0000
C -1.6077 4.0412 1.8274  -0.0001
O -1.6236 4.3609 0.4244  0.0003
C -1.1685 3.4383 -0.4544  0.0005
O -0.8638 2.3270 -0.1663  0.0066
O -1.2432 3.8796 -1.6985  0.0001
C -1.2165 5.2654 -2.0231  0.0000
H -3.7434 4.4871 2.0893  0.0000
H -2.5861 5.8630 2.3064  0.0000
H -2.6644 4.8279 3.5596  0.0000
H -1.8136 2.9758 1.9293  -0.0001
H -0.6319 4.4051 2.1412  0.0000
H -1.7252 5.8670 -1.2702  0.0000
H -1.8227 5.3949 -2.9174  0.0000
H -0.1902 5.6008 -2.1527  0.0000
C 2.5438 4.3346 3.6338  0.0000
C 2.0569 3.2431 2.6821  -0.0001
O 2.7227 3.5124 1.4454  0.0008
C 2.5059 2.7310 0.4116  0.0036
O 1.7725 1.7754 0.3479  0.0301
O 3.4299 3.0277 -0.5015  0.0004
C 3.5874 2.1569 -1.6066  0.0000
H 2.1742 4.0667 4.6280  0.0000
H 2.1188 5.3163 3.4213  0.0000
H 3.6242 4.4352 3.7102  0.0000
H 0.9736 3.2512 2.5950  -0.0001
H 2.4219 2.2956 3.0793  0.0000
H 3.8910 1.1670 -1.2676  0.0000
H 4.2776 2.5609 -2.3430  0.0000
H 2.6489 2.0665 -2.1529  0.0000

=====

Molecular formula: C21H23N3O7S
Method: DFT, ωB97M-V/def2-TZVPD

Lowest unoccupied orbital energy in eV: 0.6498
Molar mass in g/mol: 461.50
DFT total energy in a.u.: -1903.19212
Maximum force in eV/A: 1.27
Structure (SMILES): O=C(NCc1ccccc1)C(=O)NC[C@@H]1OCCN1S(=O)(=O)c1ccc2c(c1)OCCO2
Energy relative to the best compared isomer or geometry (same formula, charge and spin) in kcal/mol: 3.1

Last column: Löwdin charge in e.
Atoms and positions in Å:
O -1.4456 1.3298 3.0094  0.0839
C -0.9792 1.2874 1.8878  -0.4069
N -1.5427 0.7220 0.8150  0.0959
C -2.7996 0.0109 0.8236  -0.1136
C -3.4189 0.0046 -0.5452  -0.2091
C -4.0011 -1.1478 -1.0555  -0.0444
C -4.5568 -1.1524 -2.3229  -0.0839
C -4.5311 -0.0054 -3.0977  -0.0951
C -3.9555 1.1501 -2.5948  -0.0917
C -3.4046 1.1558 -1.3252  -0.0432
C 0.3721 1.9093 1.5263  -0.4085
O 0.7277 2.0200 0.3643  0.0639
N 1.0510 2.3319 2.5994  0.0988
C 2.4293 2.7293 2.5139  -0.0788
C 3.3513 1.5076 2.6776  -0.3376
O 4.6972 1.9053 2.6117  -0.0560
C 5.3966 0.9422 1.8471  -0.1447
C 4.3526 0.4613 0.8355  -0.1507
N 3.1212 0.5551 1.5981  -0.1590
S 2.4075 -0.9007 2.0481  0.6934
O 1.6636 -0.6582 3.2493  -0.2722
O 3.3898 -1.9501 2.0633  -0.2719
C 1.2469 -1.2596 0.7363  -0.2642
C 0.2699 -2.1933 1.0376  -0.0546
C -0.6281 -2.5786 0.0620  0.0084
C -0.5641 -2.0183 -1.2104  -0.1974
C 0.4014 -1.0401 -1.4900  -0.1883
C 1.3251 -0.6818 -0.5116  0.0199
O 0.4668 -0.4208 -2.7050  -0.0071
C -0.6987 -0.5887 -3.4853  -0.1287
C -1.1366 -2.0511 -3.4676  -0.1314
O -1.4518 -2.4518 -2.1506  -0.0285
H -1.0030 0.7629 -0.0409  0.1239
H -2.6449 -1.0172 1.1730  0.1197
H -3.4521 0.5137 1.5478  0.1394
H -4.0175 -2.0470 -0.4585  0.1158
H -5.0059 -2.0558 -2.7075  0.1069
H -4.9600 -0.0090 -4.0888  0.1018
H -3.9366 2.0497 -3.1922  0.1052
H -2.9600 2.0592 -0.9338  0.1192
H 0.6690 2.0498 3.4945  0.1483
H 2.5905 3.1613 1.5235  0.1360
H 2.6652 3.4625 3.2861  0.1341
H 3.1266 1.0123 3.6359  0.1514
H 5.7171 0.1070 2.4839  0.1302
H 6.2618 1.4322 1.4024  0.1280
H 4.2956 1.1318 -0.0273  0.1292
H 4.5079 -0.5677 0.5170  0.1191
H 0.2344 -2.6073 2.0315  0.1221
H -1.3827 -3.3245 0.2528  0.1270
H 2.0598 0.0699 -0.7398  0.1204
H -0.4422 -0.2642 -4.4942  0.1372
H -1.5109 0.0358 -3.0902  0.1180
H -2.0415 -2.2003 -4.0578  0.1306
H -0.3266 -2.6789 -3.8619  0.1397

=====

Molecular formula: C21H16BF4N7Os
Method: DFT, ωB97M-V/def2-TZVPD

Lowest unoccupied orbital energy (spin up / spin down) in eV: -9.3399 / -9.3426
Molar mass in g/mol: 643.44
DFT total energy in a.u.: -1707.61849
Maximum force in eV/A: 0.25
Net charge: +2
Energy relative to the best compared isomer or geometry (same formula, charge and spin) in kcal/mol: 0.0

Last column: Löwdin charge in e.
Atoms and positions in Å:
Os 0.8841 0.9565 0.9206  1.6028
N -1.2807 -1.0927 10.2318  0.2393
C -1.0524 -0.8344 9.1361  -0.1310
C -0.7681 -0.5109 7.7701  -0.1475
C -1.7021 -0.8575 6.7804  0.0241
C -1.4353 -0.5494 5.4735  0.0400
C -0.2248 0.1172 5.1373  -0.2126
C 0.7069 0.4582 6.1566  0.0429
C 0.4349 0.1432 7.4613  0.0254
C 0.0540 0.4223 3.8280  0.0282
C 0.3095 0.7072 2.6351  -0.1901
H -2.6152 -1.3629 7.0613  0.1410
H -2.1339 -0.8068 4.6897  0.1348
H 1.6256 0.9609 5.8879  0.1363
H 1.1283 0.3892 8.2529  0.1416
C -0.9628 2.6936 -1.6432  0.0283
C -0.2483 3.4083 -0.5539  -0.2749
N 0.4536 2.8565 0.4622  -0.1132
C 1.0163 3.9061 1.1995  -0.0714
C 0.6327 5.0625 0.6376  0.0056
N -0.1559 4.7304 -0.4550  0.0330
C -0.6878 5.7536 -1.3882  -0.0379
N 0.3055 6.1609 -2.3138  -0.0631
N 1.3990 6.8178 -1.8125  0.0607
N 2.2950 6.8801 -2.7045  0.1017
C 1.8342 6.2505 -3.8496  -0.2132
C 2.4464 6.0818 -5.0937  0.0121
C 1.7300 5.4071 -6.0543  -0.0569
C 0.4304 4.9244 -5.7986  -0.0578
C -0.1890 5.0943 -4.5787  -0.0290
C 0.5542 5.7624 -3.6038  -0.1741
H -0.5365 1.7079 -1.8071  0.0737
H -0.8614 3.2402 -2.5793  0.0745
H -2.0242 2.5884 -1.4111  0.1109
H 1.6203 3.7314 2.0715  0.1190
H 0.8588 6.0874 0.8755  0.1422
H -0.9980 6.5961 -0.7742  0.1523
H -1.5516 5.3525 -1.9103  0.1441
H 3.4344 6.4772 -5.2830  0.1259
H 2.1589 5.2545 -7.0347  0.1150
H -0.1041 4.4221 -6.5937  0.1148
H -1.2089 4.7649 -4.4212  0.1075
F 2.9302 1.6213 1.5966  0.0892
B 3.9884 0.8481 1.1246  -0.8409
F 4.5167 0.0178 1.9632  0.3433
F 4.4031 1.1142 -0.0746  0.3301
F 2.0845 -0.3724 0.3134  -0.3794
N -1.6397 -0.4037 -0.1398  0.2578
C -0.7112 0.1335 0.2785  -0.2458
H -2.4566 -0.8985 -0.4497  0.1407

=====

Molecular formula: C4H11NO3S
Method: DFT, ωB97M-V/def2-TZVPD

Lowest unoccupied orbital energy in eV: -0.4843
Molar mass in g/mol: 153.20
DFT total energy in a.u.: -837.56312
Maximum force in eV/A: 6.06
Energy relative to the best compared isomer or geometry (same formula, charge and spin) in kcal/mol: 65.5

Last column: Löwdin charge in e.
Atoms and positions in Å:
C -0.4258 1.8322 0.7230  -0.0486
C -1.0621 -0.1393 -1.2611  -0.0989
C -1.2900 -1.9252 0.3211  -0.0076
C -0.4920 0.3745 0.9398  -0.1048
N -1.0209 -0.4791 0.0763  -0.1984
O 1.7123 0.7467 -0.9559  -0.5279
O 3.8300 0.2012 0.1495  -0.2974
O 1.8129 -1.4504 0.0060  -0.4725
S 2.1872 -0.0367 0.2680  0.6652
H 0.5485 1.9551 0.1512  0.0844
H -1.2453 2.1885 0.0506  0.0984
H -0.4046 2.4208 1.6115  0.0764
H -1.5707 0.9010 -1.4694  0.1270
H -0.0256 0.0018 -1.6472  0.0869
H -1.7180 -0.8447 -1.9452  0.1326
H -1.4889 -1.9458 1.4144  0.0932
H -2.2808 -2.0671 -0.3551  0.1399
H -0.5902 -2.7759 0.1817  0.1017
H -0.2458 -0.0929 1.8543  0.1196
H 3.7698 1.1353 -0.1134  0.0309

=====

Question: Which of these has the lowest DFT total energy?
Answer: C20H40BBrF4O15Pt